# 1
46
Properties=species:S:1:pos:R:3:forces:R:3 method="wB97M-V/def2-TZVPD" gap_ev="6.631 / 5.600" total_charge=+2 multiplicity=1 e_homo_ev="-14.55 / -13.81"
C 1.28732 3.36504 -1.31195 -0.84 -1.67 0.76
C 0.14139 3.36911 -2.06758 -5.81 -3.20 -2.16
H 2.18941 3.09802 -1.73063 2.24 0.42 -1.42
H 1.33777 3.66074 -0.31524 -0.12 0.22 1.96
C -1.10313 2.52229 -2.35702 2.33 4.23 -0.30
C -1.62744 1.19549 -2.10671 3.55 0.67 2.67
H -0.80108 0.53473 -1.88498 0.18 -1.08 -0.74
H -2.09831 1.23791 -1.13563 -1.83 -0.15 -0.23
C 0.20728 4.67866 -2.86204 1.00 -0.34 -0.28
H 1.13664 5.18541 -2.60719 0.03 0.49 -0.19
H -0.61914 5.33424 -2.60930 -0.08 0.00 0.28
H 0.21544 4.46290 -3.92557 -0.02 0.08 -0.18
C -2.10442 3.25814 -3.22698 -0.56 -0.27 0.13
H -1.77074 3.41004 -4.25971 0.13 -0.03 0.16
H -2.46257 4.20912 -2.82691 0.25 0.02 0.01
H -2.96818 2.59153 -3.28267 -0.12 0.24 -0.25
Be 0.46415 -2.78407 1.21463 0.20 0.61 -0.22
O 0.64194 -1.30683 0.59397 -0.47 1.69 1.55
C 0.20451 -0.20892 1.23354 2.75 -1.50 -2.24
O -0.72485 -2.80283 2.32750 -1.33 3.31 0.17
C -1.35300 -1.65004 2.50064 3.75 -3.64 -1.76
O -2.29211 -1.56747 3.33325 -1.62 1.48 0.52
N -1.02763 -0.49879 1.84024 -0.77 1.43 1.00
C -2.79223 -0.14074 3.31552 -0.68 -0.33 1.32
C -2.01809 0.52805 2.21824 0.45 0.35 -0.65
H -2.57087 0.31111 4.30013 -0.18 -0.61 -0.40
H -3.88421 -0.16601 3.14694 0.70 -0.20 0.14
H -1.50284 1.42529 2.54539 0.00 0.11 0.15
H -2.67398 0.78313 1.38130 0.27 -0.12 -0.09
C 1.05600 1.03419 1.16500 -5.96 -2.99 0.03
C 1.92147 0.85382 0.06296 0.90 1.82 -4.08
H 0.19811 1.73010 0.85787 1.30 0.50 1.27
H 1.61555 0.63631 -1.04152 0.07 -0.66 2.02
H 2.85883 1.38834 -0.03112 0.38 -0.07 0.67
N 2.08905 -3.15504 1.74143 0.59 -0.23 0.47
C 2.64406 -4.25155 0.85975 0.29 0.48 0.37
C 1.48924 -4.94632 0.16618 -0.73 -0.01 -0.17
N 0.40625 -3.91930 -0.08478 -0.06 -0.35 -0.51
H 2.67934 -2.31344 1.66001 -0.43 -0.50 0.04
H 2.14037 -3.42647 2.73022 0.03 -0.01 -0.40
H 3.32518 -3.80504 0.12584 -0.16 -0.03 0.25
H 3.21047 -4.94788 1.48284 0.00 0.02 -0.32
H 1.80254 -5.40626 -0.77658 -0.05 -0.02 0.29
H 1.06029 -5.71476 0.81674 0.02 0.11 -0.18
H 0.58190 -3.42678 -0.97412 -0.04 -0.24 0.52
H -0.50967 -4.36516 -0.20189 0.41 -0.02 0.03


# 2
46
Properties=species:S:1:pos:R:3:forces:R:3 method="wB97M-V/def2-TZVPD" gap_ev=9.383 total_charge=+2 multiplicity=1 e_homo_ev=-15.08
Be -0.06942 -0.02498 0.03806 -0.30 0.04 -0.06
O 1.13488 0.04948 1.18860 0.34 -0.35 0.15
C 2.03530 -1.09748 1.20245 -0.20 0.16 -0.17
C 1.72232 -1.85305 -0.05862 -0.19 0.11 -0.09
C 2.44301 -2.95496 -0.46856 0.07 -0.07 0.01
C 2.06654 -3.58414 -1.64341 0.02 -0.05 -0.04
C 0.98844 -3.09213 -2.37051 0.05 -0.11 -0.08
C 0.31916 -1.98906 -1.89784 -0.06 0.20 0.15
N 0.67604 -1.37626 -0.75512 0.23 -0.09 0.14
H 1.37610 0.71514 1.84160 -0.09 0.02 -0.03
H 1.84117 -1.70135 2.08562 -0.06 -0.03 0.09
H 3.06632 -0.75527 1.21919 0.07 0.08 -0.03
H 3.28169 -3.31062 0.11844 -0.05 0.01 -0.05
H 2.61248 -4.45052 -1.99438 -0.02 0.02 0.01
H 0.67425 -3.55666 -3.29522 0.02 0.01 0.04
H -0.52148 -1.56482 -2.43495 0.04 -0.01 0.04
C -1.21799 4.16425 -2.67845 0.03 -0.07 0.04
C 0.15277 3.49190 -2.49870 -0.16 0.00 0.06
C 0.08115 2.30480 -1.64936 0.10 0.35 -0.30
N 0.02400 1.37745 -0.98325 0.05 -0.19 0.20
H -1.08601 5.04977 -3.29465 -0.01 0.01 -0.01
H -1.63591 4.47090 -1.72089 0.01 0.00 -0.02
H -1.91980 3.49897 -3.17843 0.01 0.01 0.01
H 0.87018 4.17373 -2.04026 0.04 -0.01 0.06
H 0.57245 3.18512 -3.45715 0.02 -0.08 -0.02
C -3.85656 -2.04926 0.54534 0.00 0.04 0.00
N -3.64305 -0.95414 1.48476 0.02 0.02 -0.01
C -4.85396 -0.44614 2.13785 -0.02 -0.03 -0.06
C -2.48025 -0.27356 1.50777 -0.07 -0.08 0.20
N -1.64454 -0.30493 0.47532 0.02 -0.04 -0.51
N -2.17657 0.42880 2.61426 0.08 0.17 0.16
C -2.64121 0.04420 3.94950 0.11 0.04 -0.04
C -1.27547 1.56984 2.57628 -0.10 -0.08 -0.02
H -4.55920 -2.75212 0.98736 -0.03 0.01 0.02
H -2.92552 -2.58123 0.36114 0.02 0.02 0.01
H -4.28010 -1.70052 -0.40180 0.02 0.00 0.01
H -5.65687 -0.41544 1.40122 0.01 0.00 -0.01
H -4.69384 0.56292 2.50581 -0.01 -0.02 -0.03
H -5.16655 -1.08666 2.96242 0.00 -0.01 -0.01
H -2.14960 -0.60791 -0.35303 -0.02 -0.04 0.09
H -3.10010 -0.93916 3.92344 0.04 0.03 -0.01
H -3.35238 0.76722 4.34944 0.00 -0.01 0.01
H -1.78039 0.00238 4.61803 0.01 0.01 0.00
H -1.13582 1.90867 1.55063 0.00 -0.03 0.06
H -0.31151 1.33083 3.03737 -0.04 0.02 0.02
H -1.71235 2.39096 3.14383 0.00 0.01 0.03


Energy above the lowest of the compared OMol25 structures with the same formula, charge and spin values, unit kcal per mole, following the record order: 231.8 0.8.
Total energy values, unit eV, following the record order: -25917.106 -24813.185.